{"formula": "C21H23N5O7RuS", "method": "ωB97M-V with the def2-TZVPD basis set", "multiplicity": 2, "energy_ha": -2107.27713, "s2": 0.756, "max_force_ev_per_a": 0.896, "charge": 1, "e_homo_ev": [-12.4587, -12.3622], "species": ["Ru", "C", "C", "C", "C", "C", "C", "H", "H", "H", "H", "H", "H", "O", "C", "O", "C", "C", "C", "C", "C", "N", "H", "H", "H", "H", "C", "C", "S", "O", "O", "C", "C", "N", "C", "N", "C", "C", "N", "O", "O", "C", "H", "H", "H", "H", "H", "H", "H", "H", "H", "H", "H", "H", "H", "O", "C", "N"], "positions_angstrom": [[0.4626, 0.5124, 2.0436], [2.7934, 0.6425, 3.0220], [2.7578, -0.7464, 2.9220], [2.9159, -1.3718, 1.6725], [3.0491, -0.6117, 0.5257], [2.9313, 0.7753, 0.6110], [2.8181, 1.4120, 1.8482], [2.8253, 1.1267, 3.9869], [2.6911, -1.3484, 3.8184], [2.9434, -2.4522, 1.6196], [3.1949, -1.0892, -0.4338], [3.0164, 1.3720, -0.2883], [2.8608, 2.4922, 1.8905], [-2.1663, -0.8827, 4.6115], [-1.2582, -0.2921, 4.1147], [-0.5761, -0.7438, 3.0492], [-0.7051, 1.0118, 4.6217], [-1.0994, 1.5711, 5.8206], [-0.5342, 2.7748, 6.2047], [0.3884, 3.3815, 5.3646], [0.7279, 2.7597, 4.1785], [0.2057, 1.5828, 3.8226], [-1.8440, 1.0563, 6.4119], [-0.8153, 3.2424, 7.1384], [0.8371, 4.3312, 5.6174], [1.4178, 3.2151, 3.4820], [-1.5282, 0.5703, -7.0800], [-1.4152, 0.2935, -5.5846], [-1.8912, -1.3925, -5.2604], [-3.2718, -1.5441, -5.6157], [-0.8784, -2.2604, -5.8031], [-1.7886, -1.5508, -3.4789], [-0.3601, -1.8164, -3.0254], [-0.2394, -1.6920, -1.5636], [-0.0060, -0.5420, -0.8997], [0.0831, -0.7740, 0.4134], [-0.0878, -2.1204, 0.6009], [-0.2863, -2.6865, -0.6102], [-0.5831, -4.0734, -0.8670], [-0.4052, -4.8291, 0.0604], [-1.0899, -4.3525, -1.9357], [0.1009, 0.7794, -1.5700], [-1.2060, 1.5896, -7.2854], [-2.5577, 0.4558, -7.4131], [-0.8987, -0.1128, -7.6479], [-2.0823, 0.9303, -5.0023], [-0.3876, 0.4110, -5.2351], [-2.4314, -2.4005, -3.2444], [-2.2197, -0.6540, -3.0318], [0.3581, -1.1346, -3.4749], [-0.0726, -2.8223, -3.3050], [-0.1104, -2.5822, 1.5715], [0.5903, 0.6934, -2.5384], [0.6537, 1.4738, -0.9462], [-0.8907, 1.2092, -1.7235], [-2.7381, 2.8495, 1.2813], [-1.6637, 2.3938, 1.2942], [-0.5344, 1.9694, 1.2444]], "lowdin_spin": [0.8222, 0.0118, 0.0151, 0.0022, 0.0169, -0.0002, 0.0190, 0.0004, 0.0004, -0.0002, 0.0008, -0.0003, 0.0008, 0.0090, 0.0043, 0.0531, -0.0008, 0.0000, -0.0008, 0.0002, -0.0008, -0.0048, 0.0000, 0.0000, 0.0000, -0.0001, 0.0000, 0.0000, 0.0000, 0.0000, 0.0000, 0.0000, 0.0000, 0.0015, 0.0034, -0.0022, 0.0004, 0.0010, 0.0000, 0.0000, 0.0003, 0.0003, 0.0000, 0.0000, 0.0000, 0.0000, 0.0000, 0.0000, 0.0000, 0.0000, 0.0000, 0.0000, 0.0001, 0.0000, 0.0001, 0.0016, 0.0099, 0.0351]}